i.
Below is the ion C9H16N with charge +1, with properties calculated with ωB97M-V with the def2-TZVPD basis set.

```
26
Properties=species:S:1:pos:R:3:lowdin_charge:R:1
C 0.1434 -2.3282 -0.8740 -0.163
C -1.0684 -1.9063 -0.9430 0.161
C 1.2348 -1.5552 1.2499 -0.115
C 0.5257 -0.2413 1.6472 -0.110
C 1.2242 -0.0740 -0.6833 -0.113
C 1.3169 -1.5653 -0.2980 -0.285
C 0.3088 0.4512 0.3439 -0.189
C -0.2618 2.4743 -0.8985 0.015
C -2.0279 1.1225 0.0838 0.017
N -0.6121 1.5635 0.2072 -0.142
H 0.4249 -3.3234 -1.2259 0.123
H -2.0728 -2.1336 -1.1905 0.045
H 2.2369 -1.5950 1.6739 0.119
H 0.6909 -2.4269 1.6100 0.121
H -0.4070 -0.4343 2.1839 0.120
H 1.1643 0.3492 2.3185 0.130
H 2.2347 0.3425 -0.5752 0.143
H 0.9064 0.0675 -1.7121 0.124
H 2.2515 -2.0160 -0.6291 0.142
H 0.7643 2.8189 -0.7939 0.120
H -0.3716 1.9634 -1.8524 0.113
H -0.9261 3.3364 -0.8882 0.113
H -2.3072 0.5475 0.9637 0.109
H -2.6962 1.9782 -0.0093 0.112
H -2.1187 0.4814 -0.7907 0.091
H -0.5578 2.1029 1.0823 0.199
```

Its total charge is +1.

=====

ii.
Below is the ion C9H16N with charge +1, with properties calculated with ωB97M-V with the def2-TZVPD basis set.

```
26
Properties=species:S:1:pos:R:3:lowdin_charge:R:1
C -2.6846 0.8171 0.0726 -0.061
C -1.5528 1.7160 -0.0588 -0.011
C -0.3402 1.1760 -0.1123 -0.071
C 1.1142 1.0910 -0.3051 -0.165
C 1.8433 1.4482 -1.5423 0.006
C 1.3554 0.0714 0.7989 -0.155
C 1.0784 0.1005 2.2843 0.005
N 0.2506 -0.1531 -0.1675 -0.007
C 0.1461 -1.4175 -0.9158 -0.119
C -0.5800 -2.5224 -0.1608 -0.008
H -3.5482 1.2936 -0.1424 0.053
H -2.9030 0.4389 1.0615 0.106
H -2.6718 0.0096 -0.5732 0.066
H -1.7856 2.7235 -0.0237 0.110
H 1.9334 2.6261 -1.5939 0.145
H 1.3794 1.1785 -2.4073 0.044
H 2.9753 1.0187 -1.5765 0.153
H 2.2291 -0.6941 0.7167 0.197
H 0.0029 0.5381 2.3763 0.138
H 1.9120 0.6072 2.6914 0.085
H 1.1927 -0.8527 2.5962 0.044
H -0.3575 -1.0635 -1.7454 0.109
H 1.0877 -1.6023 -1.2998 0.115
H 0.2366 -3.0429 0.2958 0.082
H -1.2797 -2.2297 0.5084 0.046
H -1.0336 -3.2761 -0.7773 0.093
```

Its total charge is +1. Its SMILES is C/C=C1/[C@@]2(C)[C@@H](C)[N@@+]12CC.

=====

What should be chosen as the least stable of them? Choose ii.

=====

i.
Below is a cluster of 2 separate species, C3H6OS3 in total, with properties calculated with ωB97M-V with the def2-TZVPD basis set.

```
13
Properties=species:S:1:pos:R:3:lowdin_charge:R:1
C 1.8016 -0.0601 0.1187 -0.970
C -0.7568 -0.2930 -1.5827 -0.108
C -0.8312 -0.8664 -0.1088 -0.380
O -1.7354 2.2723 2.8252 -0.661
S -1.6915 0.8271 2.9149 0.691
S 3.3056 0.5489 0.6944 0.632
S 0.4385 0.0747 0.9534 0.737
H -1.5133 0.4436 -1.8616 0.078
H 0.1715 0.0809 -1.6245 -0.030
H -0.9485 -1.0680 -2.3073 0.068
H -0.5697 -1.8360 0.0400 0.028
H -1.6409 -0.6057 0.5267 -0.009
H 3.9700 0.4816 -0.5883 -0.078
```

=====

ii.
Below is an isolated molecule of C3H6OS3, with properties calculated with ωB97M-V with the def2-TZVPD basis set.

```
13
Properties=species:S:1:pos:R:3:lowdin_charge:R:1
C -1.4395 0.5614 -0.4199 -0.551
C -0.4015 -0.0206 -1.1219 -0.992
C 2.1901 -0.1557 0.9079 -0.285
O -3.9307 0.9291 0.3726 -0.621
S -0.4797 -1.7448 -1.7455 0.668
S 1.2869 0.3719 -0.6319 0.945
S -3.0207 -0.0460 -0.2336 0.841
H -1.4820 1.5891 -0.0647 0.066
H 2.8407 0.6909 1.3110 0.087
H 2.6353 -1.0656 0.6321 0.015
H 1.6835 -0.5342 1.6983 0.000
H -0.8449 -2.1501 -0.5423 -0.159
H 0.9627 1.5746 -0.1619 -0.016
```

=====

What should be chosen as the least stable of them? Choose i.

=====

i.
Below is a cluster of 2 separate species, C8H9N3OS in total, with properties calculated with ωB97M-V with the def2-TZVPD basis set.

```
22
Properties=species:S:1:pos:R:3:lowdin_charge:R:1
C 2.1450 -2.1286 0.8271 -0.192
C 1.6172 0.1044 1.3944 -0.165
C -0.8969 -0.8594 -0.9856 -0.477
C -0.9655 1.5760 -0.6425 -0.365
C -2.0631 0.7437 0.0386 -0.487
C -2.1840 1.2336 1.4593 -0.068
C 2.6510 -1.1417 -1.7105 0.033
C 2.1393 -0.7952 0.4474 -0.300
N 1.9226 -3.2467 1.0313 0.208
N 1.1231 0.7341 2.2039 0.207
N -1.6999 -0.6154 -0.0523 0.012
O 2.3004 -0.3028 -0.7873 -0.014
S -0.5389 0.5024 -2.0923 0.852
H -1.2380 2.5585 -1.1544 0.107
H -0.0917 1.6253 -0.1385 0.002
H -3.0320 0.7283 -0.3737 0.128
H -2.8116 2.1482 1.6204 0.094
H -1.2928 1.5216 1.9205 0.018
H -2.6913 0.4086 2.0365 0.100
H 2.7931 -2.2118 -1.4486 0.105
H 3.1884 -0.7064 -2.5393 0.097
H -0.3746 -1.8768 -1.0544 0.105
```

=====

ii.
Below is an isolated molecule of C8H9N3OS, with properties calculated with ωB97M-V with the def2-TZVPD basis set.

```
22
Properties=species:S:1:pos:R:3:lowdin_charge:R:1
C -2.4376 -0.0643 -2.5105 -0.043
O -1.2475 0.4455 -1.8793 -0.108
C -0.4919 -0.4132 -1.2433 -0.239
C -0.2341 -1.7768 -1.6520 0.022
C 0.6291 -2.6186 -0.8476 -0.058
C 1.1437 -2.0845 0.3455 -0.145
C 0.9818 -0.8410 0.8016 -0.551
S 1.5569 0.0316 2.1847 1.048
C 0.7396 1.5478 1.6754 -0.617
N 0.7407 2.6073 2.2859 -0.055
N 1.3965 2.7528 3.4796 0.028
N 0.0203 1.3061 0.4926 0.099
C 0.1737 -0.0276 0.0013 -0.154
H -3.0366 -0.6641 -1.6734 0.139
H -2.1351 -0.7542 -3.3043 0.079
H -2.9444 0.9285 -2.7846 0.118
H -0.5484 -2.1794 -2.4468 0.019
H 0.7397 -3.5942 -1.1945 0.075
H 1.7707 -2.8471 1.1568 0.174
H 2.2782 2.5327 3.4519 -0.008
H 1.4729 3.7292 3.5167 0.065
H -0.5682 1.9836 0.1443 0.110
```

Its SMILES is COc1cccc2s/c(=N\N)[nH]c12.

=====

What should be chosen as the least stable of them? Choose i.

=====

i.
Below is the ion C4H7N2O4S with charge -1, with properties calculated with ωB97M-V with the def2-TZVPD basis set.

```
18
Properties=species:S:1:pos:R:3:lowdin_charge:R:1
N -1.1470 1.1571 1.0413 0.023
C -0.0479 0.2767 0.7464 -0.834
N -0.2314 -1.0628 1.1619 0.004
S 1.4296 1.0048 1.6875 0.721
C 0.4304 0.3521 -0.8487 -0.107
C -0.9838 -0.1625 -1.5429 -0.698
O -1.3101 -1.3161 -1.2419 -0.039
O -1.5785 0.6898 -2.1802 -0.009
C 1.5292 -0.5234 -1.2996 -0.550
O 2.1995 -0.2705 -2.2765 0.074
O 1.7344 -1.6654 -0.6206 0.087
H -1.9838 0.8045 0.5798 0.083
H -0.9566 2.0725 0.6429 0.076
H -0.8169 -1.5213 0.4429 0.069
H -0.6820 -1.1016 2.0704 0.093
H 0.7035 1.5943 2.6330 -0.180
H 0.5817 1.3880 -1.1434 0.128
H 1.1298 -1.7163 0.1478 0.058
```

Its total charge is -1. Its SMILES is NC(N)(S)[C@H](C(=O)[O-])C(=O)O.

=====

ii.
Below is a structure of composition C4H7N2O4S, with properties calculated with ωB97M-V with the def2-TZVPD basis set.

```
18
Properties=species:S:1:pos:R:3:lowdin_charge:R:1
C 0.8665 1.7170 -0.1954 -0.464
C 1.8082 -0.7027 -0.1924 -0.518
C 0.8605 0.2537 -0.8609 -0.156
C -0.5655 -0.2832 -0.9589 -0.724
N -0.7660 -1.6240 -1.2594 0.026
N -0.2321 0.1742 1.5394 -0.140
O 1.9694 2.1544 0.2037 0.020
O 2.9237 -0.2093 0.3640 0.092
O -0.2370 2.4370 -0.2178 0.031
O 1.7640 -1.8883 -0.4356 0.055
S -1.9699 0.6314 -0.9726 0.667
H 1.1302 0.3242 -1.9613 0.176
H -1.7037 -2.0986 -0.9258 0.138
H -0.0105 -2.2701 -1.0272 0.061
H 2.8691 0.7993 0.2991 0.081
H -0.6260 -0.6598 1.9674 -0.105
H -1.0090 0.9203 1.6713 -0.044
H -0.9587 1.8437 -0.4294 -0.197
```

Its total charge is -1.

=====

What should be chosen as the least stable of them? Choose ii.

=====

i.
Below is a cluster of 3 separate species, C4H16NO2 in total, with properties calculated with ωB97M-V with the def2-TZVPD basis set.

```
23
Properties=species:S:1:pos:R:3:lowdin_charge:R:1
C -1.5494 -1.2219 0.4310 -0.057
C -0.8045 0.0071 0.9251 -0.304
N -0.0192 0.5562 -0.3041 -0.009
C -0.7472 1.3679 -1.2979 -0.012
C 0.3626 -0.2966 1.9165 -0.033
H -0.9907 -2.1480 0.5727 0.088
H -2.3762 -1.5175 1.1026 0.100
H -2.0177 -1.0290 -0.5263 0.078
H -1.4426 0.8275 1.2408 0.148
H 0.5668 -0.1745 -0.7197 0.125
H 0.6514 1.2106 0.1194 0.102
H -0.0916 2.0124 -1.8814 0.106
H -1.5687 1.9925 -0.9503 0.108
H -1.2008 0.6880 -2.0221 0.092
H 1.1740 -0.8683 1.4828 0.094
H 0.5369 0.5836 2.5265 0.087
H -0.1413 -0.9799 2.6202 0.096
H 2.7583 1.7245 1.2421 0.072
H 3.3148 1.7961 -0.1578 0.062
O 2.4846 1.8731 0.3164 -0.043
H 0.6799 -2.6709 -1.8309 0.080
H 0.0401 -1.9855 -2.8429 0.074
O 0.3807 -1.7474 -1.9629 -0.055
```

Its total charge is +1.

=====

ii.
Below is a cluster of 3 separate species, C4H16NO2 in total, with properties calculated with ωB97M-V with the def2-TZVPD basis set.

```
23
Properties=species:S:1:pos:R:3:lowdin_charge:R:1
C 1.7357 -0.1124 2.1394 -0.080
C 0.8861 0.4063 1.0330 -0.351
N 0.7612 -0.7016 -0.0755 0.045
C 2.1026 -1.1278 -0.7710 0.046
C -0.5474 0.6939 1.4407 -0.032
H 1.2496 -0.9117 2.7537 0.098
H 2.0139 0.6303 2.8823 0.091
H 2.7724 -0.6563 1.8778 0.123
H 1.5179 1.1428 0.5194 0.161
H 0.1952 -1.4470 0.3212 0.172
H 0.3741 -0.1534 -0.7654 0.031
H 1.8636 -2.1463 -1.2872 0.139
H 2.2968 -0.3839 -1.5598 0.104
H 2.8883 -1.1649 -0.0420 0.058
H -0.9990 -0.1943 2.0640 0.151
H -1.0129 1.2475 0.6659 0.071
H -0.7201 1.3205 2.2295 0.053
H -1.6037 0.3825 -1.7456 0.070
H -0.8500 1.2599 -2.7396 0.028
O -0.6543 0.6657 -2.0558 -0.062
H -4.0601 -0.3046 -0.6200 0.064
H -4.0530 0.7678 -1.4453 0.075
O -3.3785 0.1296 -1.1484 -0.055
```

Its total charge is +1.

=====

What should be chosen as the least stable of them? Choose ii.

=====

i.
Below is the ion C6H11N4 with charge +1, with properties calculated with ωB97M-V with the def2-TZVPD basis set.

```
21
Properties=species:S:1:pos:R:3:lowdin_charge:R:1
C 0.6566 -1.7687 2.5260 -0.033
N -0.4069 -1.2005 1.8194 0.171
C -1.0606 -1.0106 0.8614 -0.014
N -1.6876 -0.4683 -0.0966 -0.088
C -3.0194 -0.9826 -0.3971 0.013
C -1.2143 0.6749 -0.8182 -0.002
C -0.0341 1.2945 -0.8779 -0.181
N 0.4375 2.3149 -1.6617 0.119
C 1.3680 1.7588 -0.6700 -0.300
N 2.4537 0.9864 -1.1211 0.065
H 1.5461 -1.8377 1.8945 0.112
H 0.8558 -1.1267 3.3852 0.105
H 0.3901 -2.7638 2.8849 0.113
H -3.1909 -0.9818 -1.4718 0.107
H -3.7813 -0.3702 0.0927 0.113
H -3.1035 -2.0054 -0.0267 0.109
H -2.0077 1.0422 -1.4548 0.129
H 0.0570 3.2464 -1.7021 0.132
H 1.5809 2.3280 0.2296 0.147
H 3.2822 1.5536 -1.2625 0.090
H 2.2320 0.5136 -1.9910 0.092
```

Its total charge is +1. Its SMILES is C[N+]#CN(C)/C=C1/N[C@@H]1N.

=====

ii.
Below is a structure of composition C6H11N4, with properties calculated with ωB97M-V with the def2-TZVPD basis set.

```
21
Properties=species:S:1:pos:R:3:lowdin_charge:R:1
C 1.0378 1.4210 2.9449 -0.003
C 0.1460 1.5166 1.8504 -0.053
C 0.2876 -1.5701 -2.2631 -0.052
C 0.8719 -0.2555 -2.6419 -0.061
C 0.1113 -0.3447 -1.3825 -0.290
C -1.2646 -0.0720 -1.3640 -0.148
N 0.8810 0.0825 3.3410 0.027
N -0.4679 0.2834 1.7163 -0.017
N 0.0126 -0.4970 2.6193 0.016
N -1.9498 -0.0197 -0.2767 0.122
H 1.6984 2.2011 3.4094 0.140
H 0.1050 2.2594 0.9974 0.143
H -0.7202 -1.8005 -2.7173 0.134
H 0.8650 -2.3625 -1.9483 0.093
H 1.8954 -0.2288 -2.5452 0.097
H 0.4007 0.2429 -3.4395 0.107
H -1.7307 0.1693 -2.3708 0.176
H 0.6082 -0.4730 -0.4153 0.142
H -1.1909 -0.1536 0.7865 0.087
H -2.9717 0.1069 -0.3660 0.132
H 1.3748 -0.5057 4.0655 0.209
```

Its total charge is +1.

=====

What should be chosen as the least stable of them? Choose i.